The following is a DFT calculation (ωB97M-V with the def2-TZVPD basis set) of C8H12O as an isolated structure at a distorted geometry.

For the HOMO energy, the calculation gives -9.3 eV. The spin multiplicity is 1. The total charge is 0. The energy above the lowest of the compared OMol25 structures with the same formula, charge and spin is 3.478 eV. The HOMO-LUMO gap is 0.3772 Ha.

The geometry in XYZ format:
```
21
Properties=species:S:1:pos:R:3:mulliken_charge:R:1
C 2.34 -0.59 -0.32 -1.27
C 1.43 -0.14 0.74 -0.36
C 0.06 -0.01 0.24 0.12
C -0.24 0.97 -0.80 -0.71
C -1.71 0.87 -0.25 -0.29
C -1.03 0.75 1.13 -0.81
C -2.01 -0.54 -0.59 -0.22
C -0.72 -1.23 -0.09 -0.46
H 2.20 -1.66 -0.64 0.27
H 3.43 -0.58 -0.11 0.37
H 2.21 -0.01 -1.20 0.37
H 1.72 0.95 0.97 0.27
H 1.56 -0.66 1.80 0.24
H -0.07 0.56 -1.75 0.49
H 0.24 1.96 -0.56 0.31
H -2.39 1.77 -0.40 0.40
H -0.69 1.72 1.49 0.32
H -1.52 0.22 1.87 0.41
H -2.46 -0.87 -1.53 0.43
H -0.31 -2.06 -0.52 0.60
O -2.04 -1.44 0.54 -0.49
```

=====

The following is a DFT calculation (ωB97M-V with the def2-TZVPD basis set) of C22H25Br2I2LiN8O4S as an isolated structure.

For the HOMO energy, the calculation gives -7.8 eV. The spin multiplicity is 1. The total charge is 0. The energy above the lowest of the compared OMol25 structures with the same formula, charge and spin is 0.411 eV. The HOMO-LUMO gap is 0.2927 Ha.

The geometry in XYZ format:
```
65
Properties=species:S:1:pos:R:3:mulliken_charge:R:1
Li -0.70 -0.64 0.36 0.82
C -3.02 1.18 -3.62 -1.21
C -1.98 0.13 -3.74 1.00
N -1.75 -0.62 -4.76 -0.86
N -0.71 -1.42 -4.37 0.20
C -0.30 -1.20 -3.11 0.11
S 0.91 -1.94 -2.26 -0.47
N -1.12 -0.18 -2.71 0.12
N -1.11 0.36 -1.44 -0.01
H -3.52 1.30 -4.58 0.36
H -2.58 2.13 -3.31 0.24
H -3.77 0.89 -2.88 0.29
H -0.36 -2.13 -4.99 0.17
H -0.34 1.03 -1.30 0.09
H -1.98 0.82 -1.23 0.19
Br -3.15 -8.27 2.94 -0.21
C -2.67 -6.52 2.38 0.13
C -3.46 -5.87 1.44 -0.55
C -3.11 -4.59 1.03 -0.26
C -1.99 -3.97 1.56 0.09
C -1.21 -4.63 2.50 -0.25
C -1.55 -5.91 2.91 -0.60
C -1.61 -2.58 1.11 0.84
O -2.23 -2.05 0.17 -0.85
O -0.67 -1.99 1.73 -1.04
H -4.33 -6.37 1.03 0.42
H -3.70 -4.06 0.30 0.44
H -0.34 -4.14 2.91 0.38
H -0.93 -6.44 3.64 0.42
C 4.72 -1.30 0.63 -1.17
N 3.52 -0.49 0.53 0.13
C 3.42 0.71 -0.26 -0.23
C 1.90 0.96 -0.21 -0.47
O 1.37 1.92 -0.77 -0.68
N 1.32 -0.02 0.52 0.63
C 2.29 -0.86 0.90 -0.27
N 2.03 -1.95 1.61 -0.16
H 5.55 -0.75 0.20 0.42
H 4.61 -2.24 0.08 0.35
H 4.95 -1.52 1.67 0.34
H 3.74 0.57 -1.29 0.35
H 3.97 1.54 0.19 0.33
H 1.04 -2.17 1.76 0.29
H 2.75 -2.62 1.83 0.20
Br 1.08 6.05 1.72 -0.18
C 1.50 5.82 -0.12 0.23
C 2.62 6.47 -0.61 -0.42
C 2.96 6.33 -1.95 -0.49
C 2.20 5.52 -2.78 -0.68
C 1.07 4.88 -2.28 -0.25
C 0.71 5.04 -0.95 0.00
I -1.05 4.13 -0.28 0.19
H 3.21 7.08 0.05 0.39
H 3.83 6.84 -2.33 0.37
H 2.47 5.40 -3.82 0.38
H 0.48 4.25 -2.93 0.43
N -2.98 0.52 2.93 -0.35
C -1.81 0.86 2.35 0.83
O -1.67 0.87 1.13 -0.66
C -0.73 1.39 3.27 -1.10
I -0.07 0.00 4.75 0.02
H -3.67 0.08 2.34 0.26
H -3.08 0.46 3.92 0.19
H -1.09 2.25 3.83 0.58
H 0.13 1.67 2.67 0.22
```

=====

The following is a DFT calculation (ωB97M-V with the def2-TZVPD basis set) of C27H20CuF3N2O7SbTe as an isolated structure.

For the HOMO energy, the calculation gives -5.5 eV. The spin multiplicity is 1. The total charge is -1. The energy above the lowest of the compared OMol25 structures with the same formula, charge and spin is 0.212 eV. The HOMO-LUMO gap is 0.2758 Ha.

The geometry in XYZ format:
```
62
Properties=species:S:1:pos:R:3:mulliken_charge:R:1
Cu 1.05 0.83 -0.78 -0.32
O 0.69 4.62 0.29 -0.72
C 1.16 3.49 0.29 0.00
O 0.45 2.41 0.31 -0.70
C 2.67 3.34 0.36 0.42
C 3.34 4.32 1.06 -0.56
C 4.73 4.29 1.21 -0.47
C 5.47 3.27 0.65 -0.48
C 4.81 2.28 -0.04 0.12
C 3.39 2.27 -0.26 1.22
O 2.88 1.39 -1.04 -1.06
N 5.62 1.19 -0.56 0.94
O 6.68 1.48 -1.11 -0.62
O 5.22 0.05 -0.43 -0.55
N 5.40 5.32 1.96 1.01
O 6.62 5.24 2.10 -0.66
O 4.73 6.19 2.49 -0.64
H 2.77 5.13 1.49 0.58
H 6.54 3.24 0.75 0.55
C -0.90 -0.60 4.19 -1.02
Te -0.34 0.81 2.68 0.32
C 1.54 -0.16 2.35 -0.86
H -1.07 -1.58 3.75 0.17
H -1.82 -0.25 4.66 0.34
H -0.12 -0.66 4.95 0.39
H 2.32 0.29 2.97 0.41
H 1.82 -0.09 1.30 0.01
H 1.41 -1.21 2.61 0.42
F -1.84 -5.27 3.18 -0.36
C -1.63 -4.28 2.28 0.50
C -2.60 -3.31 2.12 -0.83
C -2.37 -2.30 1.20 -0.09
C -1.20 -2.27 0.44 -0.03
C -0.25 -3.26 0.64 -0.66
C -0.45 -4.28 1.56 -0.63
Sb -0.82 -0.73 -0.98 2.25
C -1.18 -1.94 -2.70 0.08
C -1.99 -3.08 -2.65 -0.23
C -2.22 -3.84 -3.79 -0.75
C -1.61 -3.46 -4.97 0.38
F -1.82 -4.20 -6.07 -0.34
C -0.79 -2.35 -5.05 -0.60
C -0.58 -1.60 -3.91 -0.58
C -2.66 0.34 -0.94 -0.09
C -3.85 -0.21 -1.41 -0.07
C -5.03 0.52 -1.35 -0.70
C -4.99 1.80 -0.82 0.35
F -6.13 2.51 -0.76 -0.35
C -3.82 2.37 -0.36 -0.79
C -2.64 1.63 -0.42 -0.66
H -3.50 -3.35 2.72 0.40
H -3.11 -1.51 1.08 0.38
H 0.68 -3.25 0.07 0.47
H 0.28 -5.06 1.73 0.43
H -2.45 -3.38 -1.71 0.37
H -2.84 -4.72 -3.77 0.43
H -0.33 -2.09 -6.00 0.43
H 0.07 -0.73 -3.96 0.30
H -3.87 -1.20 -1.83 0.33
H -5.97 0.12 -1.71 0.44
H -3.83 3.38 0.03 0.50
H -1.72 2.08 -0.07 0.51
```

=====

The following is a DFT calculation (ωB97M-V with the def2-TZVPD basis set) of C3H6N2O2 in the gas phase.

For the HOMO energy (spin up / spin down), the calculation gives -9.0 / -9.0 eV. The spin multiplicity is 1. The total charge is 0. The energy above the lowest of the compared OMol25 structures with the same formula, charge and spin is 7.152 eV. The HOMO-LUMO gap (spin up / spin down) is 0.3039 / 0.3038 Ha.

The geometry in XYZ format:
```
13
Properties=species:S:1:pos:R:3:mulliken_charge:R:1
C 1.90 -0.56 -0.29 -0.66
O 0.79 -0.73 0.59 -0.34
C -0.36 -0.11 0.26 0.54
N -0.74 -0.17 -1.10 -0.39
N -1.25 0.08 1.35 -0.47
C -1.21 1.26 0.53 -0.01
O -1.94 1.15 -0.55 -0.40
H 2.79 -0.48 0.35 0.24
H 1.78 0.35 -0.89 0.37
H 2.00 -1.42 -0.95 0.26
H -0.88 -1.17 -1.36 0.21
H -2.15 -0.39 1.22 0.26
H -0.75 2.19 0.84 0.38
```

=====

The following is a DFT calculation (ωB97M-V with the def2-TZVPD basis set) of an isolated ion of composition C2H4O2P and charge +1 at a distorted geometry.

For the HOMO energy, the calculation gives -17.0 eV. The spin multiplicity is 1. The total charge is +1. The energy above the lowest of the compared OMol25 structures with the same formula, charge and spin is 1.778 eV. The HOMO-LUMO gap is 0.3773 Ha.

The geometry in XYZ format:
```
9
Properties=species:S:1:pos:R:3:mulliken_charge:R:1
C 0.86 0.40 -0.20 -0.90
C 0.30 -0.82 0.16 0.32
O -1.91 1.01 0.50 -0.32
O -0.87 -1.22 -0.22 -0.33
P -2.35 -0.16 -0.13 0.69
H 1.12 0.57 -1.39 0.35
H 1.80 0.31 0.16 0.34
H 0.80 -1.42 0.83 0.44
H 0.26 1.32 0.30 0.41
```

=====

The following is a DFT calculation (ωB97M-V with the def2-TZVPD basis set) of C45H42IrN2O2S3 as an isolated structure at a distorted geometry.

For the HOMO energy (spin up / spin down), the calculation gives -2.1 / -4.6 eV. The spin multiplicity is 5. The total charge is -1. The energy above the lowest of the compared OMol25 structures with the same formula, charge and spin is 3.352 eV. The HOMO-LUMO gap (spin up / spin down) is 0.1624 / 0.2414 Ha.

The geometry in XYZ format:
```
95
Properties=species:S:1:pos:R:3:mulliken_charge:R:1
Ir 0.99 1.93 -1.26 1.07
C -4.90 -4.10 -4.89 -1.50
C -4.03 -3.24 -4.03 1.25
C -4.58 -2.43 -3.04 -1.08
C -3.77 -1.66 -2.24 -0.24
C -2.40 -1.68 -2.42 -0.77
C -1.83 -2.45 -3.42 -0.10
C -2.65 -3.23 -4.22 -1.00
S -1.36 -0.72 -1.29 1.61
O -2.30 0.32 -0.80 -0.91
C -1.49 -1.92 0.06 0.33
C -1.66 -3.26 -0.24 -0.61
C -2.07 -4.17 0.70 -1.61
C -2.47 -3.70 1.97 1.07
C -3.11 -4.55 2.89 -0.95
C -3.49 -4.09 4.13 -0.62
C -3.29 -2.75 4.45 -0.81
C -2.71 -1.89 3.55 -0.47
C -2.22 -2.35 2.31 -0.07
C -1.55 -1.45 1.39 0.25
C -0.89 -0.32 2.01 0.77
C -0.18 -0.71 3.22 0.23
C 0.37 -2.00 3.34 0.02
C 1.01 -2.40 4.50 -0.97
C 1.11 -1.53 5.58 -0.80
C 0.64 -0.24 5.47 -0.90
C 0.04 0.21 4.28 1.17
C -0.34 1.56 4.08 -1.84
C -0.70 1.96 2.82 -0.34
C -0.91 1.07 1.77 -0.12
S -1.03 1.96 0.18 1.69
O -2.23 2.80 0.23 -0.98
C 0.27 3.24 0.56 -1.41
C 1.57 2.96 1.02 0.50
C 2.47 4.00 1.21 -0.85
C 2.11 5.32 0.96 0.85
C 3.10 6.45 1.09 -1.71
C 0.81 5.59 0.54 -0.72
C -0.08 4.57 0.33 -0.79
H -5.63 -4.64 -4.29 0.36
H -4.31 -4.81 -5.46 0.35
H -5.46 -3.48 -5.60 0.30
H -5.65 -2.42 -2.90 0.37
H -4.17 -1.03 -1.46 0.56
H -0.76 -2.46 -3.54 0.54
H -2.21 -3.85 -4.98 0.30
H -1.44 -3.60 -1.25 0.49
H -2.16 -5.22 0.46 0.41
H -3.29 -5.58 2.60 0.42
H -3.97 -4.76 4.84 0.38
H -3.61 -2.38 5.42 0.40
H -2.62 -0.84 3.81 0.43
H 0.27 -2.69 2.52 0.47
H 1.41 -3.40 4.56 0.43
H 1.56 -1.86 6.51 0.36
H 0.72 0.45 6.30 0.39
H -0.26 2.27 4.89 0.39
H -0.86 3.01 2.63 0.57
H 1.84 1.97 1.34 0.83
H 3.47 3.78 1.55 0.32
H 4.00 6.13 1.62 0.36
H 2.67 7.29 1.63 0.39
H 3.38 6.80 0.10 0.31
H 0.51 6.62 0.40 0.39
H -1.10 4.77 0.01 0.53
C 3.42 0.33 2.89 -1.19
N 2.74 -0.55 1.96 0.06
C 2.83 -0.40 0.61 -0.15
S 1.45 -0.48 -0.37 0.14
N 4.08 -0.27 0.06 0.06
C 5.25 -0.84 0.70 -1.11
H 2.71 0.94 3.44 0.23
H 4.10 0.99 2.34 0.43
H 4.00 -0.25 3.62 0.28
H 1.82 -0.84 2.29 -0.23
H 4.06 -0.27 -0.95 0.39
H 4.94 -1.50 1.51 0.33
H 5.89 -0.05 1.12 0.30
H 5.83 -1.41 -0.02 0.34
C 3.02 2.30 -1.75 -1.47
H 3.44 1.71 -2.56 0.34
H 3.60 2.08 -0.86 0.32
H 3.20 3.35 -2.00 0.36
C 0.62 1.84 -3.13 -1.56
C 0.51 1.66 -4.47 1.63
C 0.47 2.78 -5.37 -0.44
C 0.41 2.61 -6.73 -0.49
C 0.37 1.33 -7.29 -0.41
C 0.35 0.22 -6.44 -0.44
C 0.41 0.37 -5.08 -0.29
H 0.51 3.77 -4.94 0.45
H 0.40 3.47 -7.38 0.35
H 0.35 1.20 -8.36 0.36
H 0.29 -0.77 -6.87 0.36
H 0.40 -0.49 -4.42 0.37
```

=====

The following is a DFT calculation (ωB97M-V with the def2-TZVPD basis set) of a 2-piece molecular cluster, C6H8N2O4 overall at a distorted geometry.

For the HOMO energy, the calculation gives -8.1 eV. The spin multiplicity is 1. The total charge is 0. The energy above the lowest of the compared OMol25 structures with the same formula, charge and spin is 3.898 eV. The HOMO-LUMO gap is 0.3125 Ha.

The geometry in XYZ format:
```
20
Properties=species:S:1:pos:R:3:mulliken_charge:R:1
C -2.26 -3.33 1.28 0.18
C 0.73 -0.26 -0.41 0.32
C -0.55 0.23 0.01 0.27
C 1.03 -1.52 -0.70 0.40
C 1.25 1.90 0.16 -0.66
C -0.27 1.61 0.51 0.28
N -1.71 -0.31 -0.09 -0.88
N -1.16 2.81 0.17 -0.65
O 0.08 -2.43 -0.88 -0.50
O 2.27 -1.92 -1.00 -0.59
O 1.83 0.65 -0.23 -0.52
O -2.19 -3.45 2.40 -0.18
H 1.21 2.55 -0.71 0.31
H 1.64 2.43 1.02 0.32
H -0.36 1.44 1.62 0.22
H -1.73 -1.21 -0.66 0.27
H 2.89 -1.16 -1.04 0.39
H -1.31 2.77 -0.83 0.29
H -2.02 2.51 0.58 0.34
H 0.63 -3.30 -1.21 0.39
```

=====

The following is a DFT calculation (ωB97M-V with the def2-TZVPD basis set) of a 5-piece molecular cluster, C17H42B3N4O9P overall at a distorted geometry.

For the HOMO energy, the calculation gives -8.9 eV. The spin multiplicity is 1. The total charge is 0. The HOMO-LUMO gap is 0.3399 Ha. Its SMILES is CCC[C@H](C)B1OBOB(P(O)O)O1.CN(C)C=O.CN(C)C=O.CN(C)C=O.CN(C)C=O.

The geometry in XYZ format:
```
76
Properties=species:S:1:pos:R:3:mulliken_charge:R:1
C -4.71 -4.77 -1.85 -1.06
C -3.36 -5.10 -2.51 -0.41
C -2.51 -3.90 -2.95 -0.87
C -2.44 -2.72 -1.97 0.79
C -1.44 -1.65 -2.46 -1.91
B -2.05 -3.13 -0.52 0.29
O -2.52 -2.44 0.61 -0.32
B -3.07 -3.28 1.55 0.68
O -2.42 -4.48 1.80 -0.50
B -1.30 -4.76 1.03 0.47
P 0.22 -5.75 1.78 -0.09
O 0.14 -5.10 3.30 -0.46
O -0.61 -7.18 1.94 -0.46
O -1.23 -4.22 -0.23 -0.17
H -4.80 -5.23 -0.87 0.22
H -4.87 -3.70 -1.72 0.27
H -5.54 -5.15 -2.45 0.36
H -2.76 -5.73 -1.84 0.21
H -3.54 -5.71 -3.40 0.48
H -2.87 -3.52 -3.91 0.50
H -1.49 -4.25 -3.13 0.24
H -3.42 -2.23 -1.92 0.15
H -0.47 -2.10 -2.67 0.24
H -1.30 -0.86 -1.72 0.45
H -1.79 -1.20 -3.39 0.41
H -4.07 -3.01 2.12 -0.14
H -0.74 -5.17 3.69 0.32
H -0.04 -7.88 2.26 0.29
C 1.98 -1.65 -4.66 0.14
O 0.93 -1.52 -5.27 -0.62
N 2.85 -0.65 -4.42 0.14
C 4.08 -0.87 -3.70 -0.92
C 2.53 0.69 -4.89 -0.89
H 2.30 -2.61 -4.24 0.29
H 4.12 -0.27 -2.79 0.31
H 4.95 -0.62 -4.32 0.34
H 4.16 -1.92 -3.42 0.30
H 1.61 1.04 -4.44 0.22
H 2.42 0.70 -5.98 0.32
H 3.34 1.36 -4.60 0.36
C 1.04 0.71 3.56 0.09
O 1.14 1.87 3.93 -0.65
N -0.13 0.09 3.35 0.20
C -0.22 -1.28 2.88 -0.86
C -1.36 0.84 3.58 -0.96
H 1.92 0.07 3.37 0.29
H -0.75 -1.32 1.93 0.38
H -0.75 -1.90 3.60 0.30
H 0.79 -1.68 2.75 0.23
H -1.39 1.73 2.94 0.30
H -1.42 1.17 4.61 0.33
H -2.20 0.20 3.35 0.32
C 3.01 6.95 4.81 0.12
O 2.12 7.74 4.56 -0.59
N 2.91 5.62 4.68 0.15
C 4.01 4.73 4.98 -0.84
C 1.65 5.05 4.23 -0.83
H 4.01 7.28 5.16 0.25
H 4.30 4.15 4.11 0.30
H 3.75 4.03 5.78 0.30
H 4.87 5.32 5.31 0.31
H 1.39 5.43 3.24 0.28
H 0.84 5.31 4.91 0.27
H 1.75 3.97 4.18 0.36
C 0.41 3.63 -3.03 0.13
O 1.28 2.81 -2.84 -0.62
N -0.09 4.45 -2.09 0.20
C -1.13 5.42 -2.37 -0.87
C 0.45 4.36 -0.74 -1.03
H -0.06 3.77 -4.02 0.27
H -0.79 6.43 -2.17 0.33
H -2.02 5.22 -1.76 0.33
H -1.41 5.34 -3.42 0.29
H 1.53 4.56 -0.74 0.28
H 0.31 3.36 -0.34 0.30
H -0.05 5.09 -0.11 0.41
```

=====

| no. | E (hartree) |
| --- | --- |
| 1 | -387.1351 |
| 2 | -7741.6866 |
| 3 | -4125.3456 |
| 4 | -377.6965 |
| 5 | -570.1098 |
| 6 | -3298.6353 |
| 7 | -643.8307 |
| 8 | -1985.3570 |